No. 1
{"formula": "C26H49N3O5", "method": "wB97M-V/def2-TZVPD", "species": ["C", "N", "C", "C", "O", "C", "C", "C", "C", "O", "C", "O", "H", "H", "H", "H", "H", "H", "H", "H", "H", "H", "H", "H", "H", "C", "C", "C", "C", "C", "C", "N", "O", "C", "C", "C", "H", "H", "H", "H", "H", "H", "H", "H", "H", "H", "H", "H", "H", "H", "H", "H", "H", "H", "C", "C", "C", "C", "C", "C", "N", "O", "C", "C", "C", "H", "H", "H", "H", "H", "H", "H", "H", "H", "H", "H", "H", "H", "H", "H", "H", "H", "H"], "coordinates": [[-3.3688, -3.6770, 2.7544], [-4.0176, -2.8963, 1.6983], [-4.1183, -3.6417, 0.4274], [-5.1662, -2.2275, 2.1290], [-5.1586, -1.7559, 3.2338], [-6.4380, -1.9822, 1.2960], [-7.7006, -2.7488, 1.7996], [-8.2036, -4.0022, 1.0416], [-7.3308, -5.0941, 1.7627], [-7.2636, -4.6392, 3.1231], [-7.7200, -3.3291, 3.2349], [-8.0584, -2.8473, 4.2188], [-3.9921, -4.5150, 3.1279], [-2.4325, -4.1099, 2.3526], [-3.0785, -3.0617, 3.6171], [-3.6954, -4.6551, 0.5913], [-3.4264, -3.1646, -0.2964], [-5.1275, -3.7981, 0.0252], [-6.3150, -2.1849, 0.2146], [-6.6566, -0.9027, 1.3610], [-8.5192, -2.0133, 1.6889], [-9.1934, -4.1871, 1.5117], [-8.1581, -4.0406, -0.0548], [-7.6749, -6.1349, 1.6724], [-6.3355, -4.9647, 1.2847], [-0.2405, -0.5146, -4.2902], [-1.1437, -0.1523, -3.0763], [-0.8977, 1.2979, -2.6151], [0.3402, 1.5001, -1.7481], [0.3630, 0.4932, -0.6064], [0.2597, -0.9501, -1.1086], [-0.9292, -1.1576, -1.9923], [-1.9915, -1.1794, -1.2332], [1.5686, -1.3041, -1.8469], [0.2421, -1.9033, 0.0928], [-2.5712, -0.1878, -3.6444], [0.4331, -1.3452, -4.0894], [-0.8305, -0.8507, -5.1447], [0.3631, 0.3326, -4.6219], [-1.7629, 1.6430, -2.0379], [-0.8373, 1.9555, -3.4855], [1.2476, 1.4266, -2.3542], [0.3324, 2.5120, -1.3365], [1.2801, 0.6235, -0.0254], [-0.4619, 0.7126, 0.0804], [1.5291, -2.3195, -2.2492], [2.4150, -1.2577, -1.1593], [1.8086, -0.6237, -2.6619], [-0.5688, -1.6839, 0.7884], [1.1714, -1.8182, 0.6582], [0.1450, -2.9426, -0.2314], [-2.8555, -1.1996, -3.9424], [-2.6353, 0.4519, -4.5263], [-3.3123, 0.1793, -2.9337], [5.9706, 5.3806, 0.5116], [4.8829, 4.3966, 1.0308], [5.3385, 3.7006, 2.3286], [6.2972, 2.5308, 2.1339], [5.7522, 1.5638, 1.0899], [5.4423, 2.2626, -0.2376], [4.5341, 3.4368, -0.0591], [3.3311, 2.9805, 0.1630], [6.7764, 2.6859, -0.8889], [4.8570, 1.2421, -1.2216], [3.7065, 5.3056, 1.4196], [6.3368, 5.1285, -0.4814], [5.5779, 6.3928, 0.4016], [6.8313, 5.4344, 1.1815], [4.4589, 3.3198, 2.8595], [5.7977, 4.4332, 2.9962], [7.2906, 2.8922, 1.8538], [6.4230, 2.0051, 3.0838], [6.4728, 0.7577, 0.9287], [4.8479, 1.0857, 1.4826], [6.6024, 3.2159, -1.8283], [7.3821, 1.8070, -1.1168], [7.3932, 3.3163, -0.2513], [3.9638, 0.7514, -0.8327], [5.5827, 0.4537, -1.4277], [4.6019, 1.7150, -2.1729], [3.2774, 5.7968, 0.5436], [4.0491, 6.0824, 2.1053], [2.9105, 4.7628, 1.9300]], "atomic_forces_ev_per_a": [[1.029, -0.151, 0.461], [-1.933, -1.034, -0.714], [1.515, -0.530, -0.175], [0.522, 0.279, -0.228], [-0.374, 0.353, 1.297], [0.348, -0.374, -0.824], [-1.457, 0.673, -0.755], [0.589, -1.138, 1.938], [0.675, 1.441, -1.374], [-0.425, -0.300, 0.118], [1.797, -1.381, -4.254], [-1.048, 1.433, 3.440], [0.068, 0.413, -0.263], [-0.489, 0.260, 0.090], [-0.321, -0.045, -0.434], [-0.345, 0.448, -0.078], [-0.731, -0.169, 0.037], [0.381, 0.414, 0.155], [-0.039, 0.038, 0.538], [0.279, -0.515, 0.242], [0.370, -0.263, 0.545], [0.003, 0.225, -1.150], [-0.169, 0.166, 0.452], [0.037, 0.496, 0.357], [-0.219, -0.682, 0.560], [0.365, -0.217, -0.044], [0.356, 0.190, -2.117], [0.124, 0.134, 0.626], [0.010, 0.018, -0.070], [-0.312, 0.365, -0.115], [2.037, -0.668, 0.184], [-1.471, 1.841, 1.757], [0.095, -0.816, -0.384], [0.031, 0.075, -0.363], [-0.697, -0.104, 0.105], [-0.374, -0.319, 0.631], [0.009, 0.095, 0.131], [-0.116, 0.169, 0.079], [0.004, -0.022, 0.045], [-0.043, -0.197, -0.009], [-0.098, -0.203, -0.120], [0.021, -0.042, 0.050], [0.047, -0.021, -0.053], [0.021, -0.199, -0.053], [-0.078, -0.150, -0.086], [-0.049, 0.042, 0.010], [-0.156, 0.006, 0.123], [-0.056, -0.030, -0.019], [-0.076, -0.011, -0.159], [0.059, 0.122, -0.205], [-0.036, 0.048, -0.026], [0.052, 0.017, 0.034], [0.262, -0.012, 0.022], [0.082, -0.125, 0.071], [0.303, -0.028, -0.303], [0.978, 1.931, 0.200], [-0.024, -0.635, 0.062], [0.007, 0.049, 0.000], [-0.166, 0.161, 0.458], [1.670, -0.577, -1.216], [-1.420, -1.572, 2.055], [0.004, 0.403, -0.760], [0.157, 0.309, 0.093], [-0.672, 0.085, 0.087], [-0.598, -0.472, -0.231], [-0.006, -0.139, 0.080], [-0.089, -0.070, 0.189], [-0.014, -0.037, -0.026], [-0.081, 0.043, -0.172], [-0.109, 0.160, -0.156], [-0.019, -0.024, -0.065], [0.021, 0.053, -0.014], [-0.038, 0.064, -0.231], [-0.082, 0.124, -0.106], [-0.039, -0.002, 0.057], [-0.174, -0.076, 0.038], [-0.062, 0.047, -0.018], [-0.033, 0.178, 0.014], [0.139, 0.162, 0.110], [-0.026, 0.025, 0.062], [0.043, -0.052, 0.001], [0.235, -0.085, -0.084], [0.022, -0.069, -0.149]], "multiplicity": 3, "s2": 2.008, "lumo_ev": [0.68, -0.01], "orbital_gap_ev": [9.346, 9.069], "e_tot_ev": -42460.1167}


No. 2
{"formula": "C49H107BrN2O15S", "method": "wB97M-V/def2-TZVPD", "species": ["O", "C", "C", "C", "C", "C", "N", "C", "C", "C", "C", "S", "O", "O", "O", "C", "N", "C", "C", "C", "C", "C", "C", "Br", "H", "H", "H", "H", "H", "H", "H", "H", "H", "H", "H", "H", "H", "H", "H", "H", "H", "H", "H", "C", "C", "C", "O", "H", "H", "H", "H", "H", "H", "H", "H", "C", "C", "C", "O", "H", "H", "H", "H", "H", "H", "H", "H", "C", "C", "C", "O", "H", "H", "H", "H", "H", "H", "H", "H", "C", "C", "C", "O", "H", "H", "H", "H", "H", "H", "H", "H", "C", "C", "C", "O", "H", "H", "H", "H", "H", "H", "H", "H", "C", "C", "C", "O", "H", "H", "H", "H", "H", "H", "H", "H", "C", "C", "C", "O", "H", "H", "H", "H", "H", "H", "H", "H", "C", "C", "C", "O", "H", "H", "H", "H", "H", "H", "H", "H", "C", "C", "C", "O", "H", "H", "H", "H", "H", "H", "H", "H", "C", "C", "C", "O", "H", "H", "H", "H", "H", "H", "H", "H", "C", "C", "C", "O", "H", "H", "H", "H", "H", "H", "H", "H"], "coordinates": [[-0.9849, -1.3083, -4.2677], [0.0969, -1.0914, -4.7550], [0.8597, 0.2039, -4.5201], [1.2886, 0.2834, -3.0742], [2.4422, -0.3530, -2.6860], [2.8939, -0.3278, -1.3528], [4.0600, -0.9695, -1.0286], [4.3980, -0.9175, 0.2324], [5.6459, -1.6318, 0.6750], [6.5324, -0.8709, 1.6910], [6.6922, 0.6320, 1.4214], [6.0835, 1.6780, 2.7474], [4.9263, 2.4227, 2.3281], [5.9202, 0.9344, 3.9600], [7.2470, 2.7609, 2.9423], [3.6018, -0.2320, 1.1999], [2.5033, 0.4097, 0.9256], [2.1420, 0.3633, -0.3924], [0.9665, 1.0223, -0.8062], [0.5276, 1.0015, -2.1033], [-0.7617, 1.7423, -2.4201], [-0.5414, 3.2727, -2.2802], [-1.0157, 3.8454, -0.9328], [-1.8984, 5.5751, -1.0770], [0.5386, -1.8768, -5.3991], [1.7339, 0.1939, -5.1720], [0.1872, 1.0078, -4.8122], [3.0224, -0.8846, -3.4318], [5.3104, -2.5578, 1.1514], [6.2427, -1.9161, -0.1896], [7.5316, -1.3010, 1.6150], [6.1970, -1.0835, 2.7037], [6.1919, 0.9937, 0.5235], [7.7446, 0.8991, 1.3235], [6.8411, 3.6104, 2.7113], [3.9250, -0.2441, 2.2375], [0.4042, 1.5571, -0.0496], [-1.1087, 1.5269, -3.4250], [-1.4786, 1.3869, -1.6815], [0.5339, 3.4573, -2.3186], [-0.9687, 3.8066, -3.1276], [-0.1509, 4.0328, -0.2997], [-1.6504, 3.1555, -0.3804], [-3.6718, -0.8625, 1.4642], [-2.6549, -1.2321, 0.3996], [-1.5731, -2.1464, 0.9542], [-2.0667, -0.0465, -0.1371], [-3.1878, -0.3238, 2.2829], [-4.4312, -0.1991, 1.0491], [-4.1637, -1.7466, 1.8759], [-3.1527, -1.7242, -0.4373], [-1.0312, -1.6483, 1.7635], [-0.8478, -2.3948, 0.1777], [-2.0008, -3.0719, 1.3445], [-1.6281, 0.4104, 0.5902], [4.2102, -6.2280, -1.0128], [4.4915, -5.7842, 0.4144], [4.0515, -6.8323, 1.4219], [3.8318, -4.5404, 0.6777], [3.1375, -6.3812, -1.1640], [4.5328, -5.4633, -1.7212], [4.7271, -7.1610, -1.2437], [5.5512, -5.5945, 0.5331], [2.9731, -7.0047, 1.3490], [4.2609, -6.4961, 2.4382], [4.5668, -7.7783, 1.2541], [2.8835, -4.6777, 0.5802], [2.7843, 0.1804, 5.1357], [2.6523, -0.5832, 6.4423], [2.4325, 0.3629, 7.6130], [3.8140, -1.3825, 6.6642], [3.6474, 0.8484, 5.1666], [2.9411, -0.5101, 4.3061], [1.8924, 0.7745, 4.9291], [1.8162, -1.2818, 6.3790], [3.2830, 1.0413, 7.7223], [2.3393, -0.1949, 8.5460], [1.5297, 0.9601, 7.4720], [4.5706, -0.7877, 6.7142], [-2.4804, -0.7681, -8.2221], [-3.1589, -2.0794, -7.8511], [-4.3981, -1.8425, -7.0010], [-2.2448, -2.9290, -7.1639], [-2.1561, -0.2415, -7.3193], [-1.5944, -0.9548, -8.8304], [-3.1537, -0.1143, -8.7791], [-3.4368, -2.6151, -8.7601], [-4.1269, -1.3465, -6.0651], [-4.8713, -2.7905, -6.7443], [-5.1257, -1.2197, -7.5244], [-1.9766, -2.4726, -6.3601], [9.4405, -6.0418, 1.5967], [8.4596, -7.2016, 1.5243], [9.1409, -8.4827, 1.0696], [7.3788, -6.8783, 0.6468], [9.8689, -5.8431, 0.6102], [8.9343, -5.1330, 1.9243], [10.2558, -6.2551, 2.2890], [8.0067, -7.3575, 2.5043], [9.5608, -8.3561, 0.0678], [8.4232, -9.3021, 1.0234], [9.9478, -8.7641, 1.7475], [7.7465, -6.7359, -0.2329], [-0.9281, 2.8579, 10.3309], [-1.9337, 1.7175, 10.2805], [-1.2771, 0.4148, 9.8514], [-3.0061, 2.0452, 9.3976], [-0.4958, 3.0282, 9.3408], [-1.4148, 3.7832, 10.6400], [-0.1165, 2.6411, 11.0271], [-2.3882, 1.5900, 11.2639], [-0.8551, 0.5123, 8.8470], [-2.0098, -0.3919, 9.8193], [-0.4750, 0.1312, 10.5346], [-2.6344, 2.1633, 8.5169], [-3.0321, 5.1195, -6.2029], [-1.7775, 4.4714, -6.7630], [-1.9320, 4.1249, -8.2347], [-1.4632, 3.2959, -6.0114], [-3.8819, 4.4354, -6.2821], [-2.9015, 5.3542, -5.1455], [-3.2815, 6.0396, -6.7333], [-0.9282, 5.1438, -6.6326], [-2.7506, 3.4141, -8.3784], [-1.0274, 3.6555, -8.6184], [-2.1403, 5.0133, -8.8319], [-2.2004, 2.6832, -6.1095], [-4.5721, 1.9601, 4.8016], [-4.2002, 3.0056, 3.7604], [-5.1062, 4.2237, 3.8411], [-4.2557, 2.4392, 2.4520], [-5.5946, 1.6081, 4.6398], [-3.9132, 1.0940, 4.7279], [-4.5049, 2.3649, 5.8128], [-3.1636, 3.3133, 3.9072], [-6.1457, 3.9419, 3.6481], [-4.8215, 4.9577, 3.0875], [-5.0532, 4.6937, 4.8249], [-5.1622, 2.1558, 2.2911], [1.6554, 3.4961, -11.8441], [0.7205, 2.7257, -10.9245], [1.0222, 1.2350, -10.9409], [-0.6386, 2.9580, -11.2938], [1.5361, 3.1588, -12.8775], [1.4247, 4.5614, -11.8180], [2.6984, 3.3580, -11.5556], [0.8198, 3.1045, -9.9061], [0.8837, 0.8294, -11.9470], [0.3434, 0.7006, -10.2754], [2.0478, 1.0342, -10.6276], [-0.7580, 2.6333, -12.1926], [-8.2580, 8.2759, 3.1358], [-7.8786, 6.8454, 2.7842], [-6.7470, 6.7998, 1.7699], [-9.0168, 6.1413, 2.2878], [-8.6069, 8.8068, 2.2457], [-9.0691, 8.2882, 3.8643], [-7.4086, 8.8210, 3.5502], [-7.5760, 6.3172, 3.6899], [-7.0465, 7.2856, 0.8370], [-6.4900, 5.7680, 1.5313], [-5.8557, 7.3026, 2.1485], [-9.3083, 6.5847, 1.4842], [-4.2977, -5.5533, 1.8904], [-4.0927, -5.0586, 3.3144], [-4.4168, -6.1397, 4.3338], [-4.8890, -3.8987, 3.5529], [-5.3419, -5.8371, 1.7324], [-4.0603, -4.7663, 1.1733], [-3.6699, -6.4196, 1.6768], [-3.0579, -4.7367, 3.4422], [-5.4645, -6.4412, 4.2488], [-4.2636, -5.7676, 5.3470], [-3.7921, -7.0221, 4.1881], [-5.8139, -4.1463, 3.4488]], "atomic_forces_ev_per_a": [[-0.055, 0.089, -0.121], [-0.400, -0.102, 0.127], [0.034, -0.678, -0.185], [0.042, 0.346, 0.351], [-0.198, 0.074, -0.335], [0.350, -0.262, -0.147], [-0.208, 0.241, 0.255], [0.193, -0.098, -0.223], [0.034, 0.058, 0.380], [-0.011, -0.358, -0.442], [0.420, 0.199, 0.299], [-1.516, 0.312, 0.585], [0.371, 0.066, -0.491], [0.846, -0.172, -0.179], [0.055, -0.326, -0.134], [-0.073, 0.022, 0.279], [0.311, -0.357, -0.335], [-0.482, 0.315, 0.005], [0.105, -0.033, 0.031], [-0.325, -0.196, -0.163], [0.769, 0.336, 0.237], [0.094, -0.001, 0.171], [0.586, -0.278, 0.027], [-0.070, -0.152, -0.013], [0.274, 0.185, -0.018], [-0.002, 0.190, 0.012], [0.150, 0.172, -0.012], [0.156, -0.037, 0.152], [0.124, -0.088, -0.089], [-0.203, 0.080, -0.179], [-0.038, -0.096, 0.132], [-0.037, 0.337, 0.062], [-0.142, -0.073, 0.045], [-0.020, -0.016, 0.042], [0.073, 0.051, 0.029], [-0.050, 0.041, 0.004], [0.028, -0.014, 0.046], [-0.189, -0.160, 0.092], [-0.312, 0.022, -0.350], [-0.014, 0.108, -0.230], [-0.235, -0.040, 0.093], [-0.082, 0.103, 0.054], [-0.393, 0.217, -0.191], [-0.205, -0.048, -0.026], [0.098, 0.054, 0.421], [0.102, -0.051, -0.141], [-0.041, -0.070, -0.124], [0.029, -0.038, 0.014], [0.009, -0.014, -0.029], [0.040, -0.004, 0.026], [0.030, 0.094, -0.085], [-0.063, -0.002, 0.045], [-0.029, -0.008, -0.018], [-0.006, 0.013, 0.023], [-0.035, -0.027, 0.049], [0.081, 0.097, -0.088], [-0.543, -0.115, -0.107], [0.047, 0.026, 0.131], [0.165, 0.125, 0.051], [0.004, -0.069, 0.044], [0.025, -0.004, 0.020], [-0.017, -0.009, 0.013], [0.054, 0.135, 0.070], [0.011, -0.031, -0.070], [0.039, -0.002, -0.016], [0.005, 0.005, -0.008], [-0.005, 0.001, -0.005], [-0.047, -0.077, -0.111], [0.232, 0.372, -0.028], [-0.059, -0.111, 0.166], [-0.133, -0.166, 0.058], [-0.029, 0.048, 0.040], [-0.064, -0.021, 0.017], [0.010, 0.001, -0.015], [0.070, -0.100, 0.020], [-0.021, 0.046, -0.094], [-0.040, -0.019, -0.022], [0.021, 0.027, 0.000], [0.014, 0.004, -0.060], [0.074, -0.032, -0.110], [0.021, 0.280, 0.275], [-0.070, -0.100, -0.003], [0.013, -0.115, -0.238], [-0.066, 0.011, 0.034], [-0.026, -0.011, -0.023], [0.008, 0.015, 0.010], [0.052, -0.069, 0.009], [0.027, 0.056, -0.030], [0.001, -0.002, -0.035], [0.006, 0.009, 0.007], [0.011, 0.009, 0.243], [-0.086, 0.112, 0.068], [0.298, 0.017, -0.272], [-0.112, -0.101, 0.023], [0.026, -0.088, 0.130], [0.042, -0.071, 0.001], [-0.006, -0.025, 0.033], [0.010, -0.003, -0.015], [-0.107, 0.022, -0.033], [0.058, 0.051, 0.027], [-0.002, 0.009, 0.038], [0.011, 0.008, -0.013], [0.010, -0.014, 0.001], [-0.071, 0.101, 0.078], [0.293, 0.030, -0.305], [-0.101, -0.119, 0.028], [-0.127, -0.009, 0.159], [0.042, -0.071, 0.002], [-0.008, -0.021, 0.029], [0.011, -0.004, -0.019], [-0.105, 0.019, -0.033], [0.065, 0.057, 0.027], [-0.007, 0.013, 0.044], [0.015, 0.004, -0.021], [0.004, -0.008, -0.011], [0.015, 0.084, 0.212], [-0.393, -0.132, -0.180], [0.147, -0.019, 0.007], [0.245, -0.029, 0.123], [0.001, 0.003, -0.093], [0.026, 0.023, -0.015], [0.004, -0.020, -0.029], [0.060, -0.075, 0.079], [-0.058, 0.053, 0.019], [0.005, 0.030, -0.014], [-0.012, -0.015, -0.018], [-0.028, 0.009, -0.008], [0.140, -0.079, -0.004], [-0.435, -0.084, 0.087], [0.079, 0.121, -0.057], [0.261, 0.051, -0.019], [-0.031, 0.068, 0.027], [0.019, 0.021, 0.005], [-0.033, 0.001, 0.001], [0.038, -0.029, -0.105], [-0.002, -0.048, 0.071], [0.047, 0.001, 0.025], [-0.023, -0.014, 0.004], [-0.006, -0.008, -0.008], [-0.023, 0.141, 0.045], [0.092, -0.183, -0.373], [-0.077, -0.048, 0.126], [-0.014, 0.083, 0.195], [0.034, -0.072, 0.015], [0.007, -0.006, 0.036], [0.000, -0.012, -0.015], [-0.088, 0.033, 0.010], [0.063, 0.037, -0.028], [0.014, 0.025, 0.025], [0.003, -0.003, -0.019], [-0.009, -0.003, -0.009], [-0.081, -0.017, 0.125], [-0.004, 0.280, -0.304], [0.034, -0.134, -0.012], [0.025, -0.133, 0.168], [0.075, 0.001, -0.033], [0.026, -0.019, 0.019], [0.001, 0.008, -0.019], [-0.073, -0.076, -0.005], [-0.014, 0.087, 0.046], [0.014, 0.003, 0.021], [0.002, 0.008, -0.022], [-0.002, -0.003, -0.013], [0.073, 0.110, -0.074], [-0.314, -0.245, -0.092], [0.057, 0.057, 0.125], [0.178, 0.139, 0.018], [0.006, -0.062, 0.046], [0.030, -0.004, 0.014], [-0.015, -0.009, 0.000], [-0.021, 0.103, 0.027], [0.012, -0.035, -0.072], [0.035, 0.005, -0.014], [-0.016, -0.006, -0.009], [-0.007, -0.014, 0.001]], "smiles": "O=CCc1cc2nc(CCCS(=O)(=O)O)cnc2cc1CCCBr.CC(C)O.CC(C)O.CC(C)O.CC(C)O.CC(C)O.CC(C)O.CC(C)O.CC(C)O.CC(C)O.CC(C)O.CC(C)O", "lumo_ev": 0.11, "orbital_gap_ev": 8.736, "e_tot_ev": -167118.3126}